Computed, not measured: a structure of composition C40H36IrN3O2P2S3, with the ωB97M-V functional and the def2-TZVPD basis.

Each line ends with the Löwdin spin population.
Cartesian coordinates (Å):
Ir: -0.171 -0.107 -0.102  0.4928
C: -3.366 0.095 -2.401  0.0004
C: -2.024 0.378 -3.078  -0.0012
P: -0.594 -0.503 -2.369  -0.0029
C: 0.833 -0.095 -3.376  0.0007
C: 0.766 0.832 -4.415  -0.0003
C: 1.905 1.123 -5.155  0.0003
C: 3.102 0.485 -4.866  -0.0006
C: 3.171 -0.448 -3.836  0.0001
C: 2.043 -0.734 -3.089  -0.0007
C: -0.972 -2.245 -2.659  -0.0004
C: -0.356 -2.914 -3.719  -0.0004
C: -0.722 -4.217 -4.025  0.0018
C: -1.705 -4.859 -3.289  -0.0004
C: -2.329 -4.200 -2.235  0.0013
C: -1.964 -2.903 -1.919  0.0016
C: -3.591 0.701 -1.008  0.0105
P: -2.311 0.566 0.282  0.0366
C: -1.286 2.051 0.313  0.0042
C: -1.224 2.942 -0.790  0.0006
C: -0.491 4.101 -0.706  -0.0002
C: 0.202 4.407 0.469  -0.0005
C: 0.117 3.577 1.583  -0.0003
C: -0.635 2.423 1.521  0.0011
C: -3.018 0.189 1.864  0.0105
C: -3.569 1.207 2.645  0.0036
C: -4.164 0.883 3.853  0.0006
C: -4.215 -0.441 4.270  0.0026
C: -3.677 -1.454 3.484  -0.0002
C: -3.073 -1.143 2.279  0.0020
H: -3.537 -0.979 -2.365  0.0000
H: -4.153 0.494 -3.041  0.0001
H: -1.812 1.444 -3.144  0.0000
H: -2.071 0.008 -4.106  -0.0003
H: -0.162 1.325 -4.672  0.0000
H: 1.849 1.835 -5.967  0.0000
H: 3.984 0.704 -5.454  0.0000
H: 4.102 -0.957 -3.626  0.0000
H: 2.101 -1.467 -2.290  0.0000
H: 0.400 -2.424 -4.317  0.0000
H: -0.240 -4.727 -4.848  0.0001
H: -1.991 -5.872 -3.536  -0.0001
H: -3.102 -4.698 -1.665  0.0000
H: -2.456 -2.411 -1.087  0.0002
H: -4.477 0.250 -0.555  0.0005
H: -3.803 1.773 -1.073  0.0009
H: -1.783 2.734 -1.689  0.0000
H: -0.460 4.784 -1.545  0.0000
H: 0.796 5.311 0.523  0.0001
H: 0.622 3.845 2.502  0.0000
H: -0.770 1.818 2.407  0.0001
H: -3.536 2.240 2.320  0.0001
H: -4.591 1.663 4.468  0.0001
H: -4.683 -0.686 5.214  0.0001
H: -3.734 -2.483 3.813  -0.0001
H: -2.655 -1.933 1.662  0.0009
O: 1.758 0.698 3.674  0.0036
S: 0.563 -0.077 3.688  -0.0003
O: -0.654 0.456 4.202  0.0023
N: 0.269 -0.552 2.048  0.0301
C: 0.392 -1.832 1.929  0.0348
S: 0.109 -2.296 0.254  0.2652
C: 0.714 -2.606 3.114  0.0027
C: 0.895 -3.971 3.269  0.0048
C: 1.202 -4.442 4.541  -0.0005
C: 1.323 -3.570 5.617  0.0052
C: 1.143 -2.192 5.467  0.0018
C: 0.840 -1.744 4.204  0.0009
H: 0.803 -4.652 2.432  -0.0001
H: 1.351 -5.502 4.698  -0.0001
H: 1.565 -3.964 6.595  0.0002
H: 1.240 -1.519 6.308  0.0000
N: 6.056 3.493 0.400  -0.0003
C: 4.761 3.787 0.307  0.0002
S: 4.072 5.248 0.579  0.0041
C: 3.825 2.664 0.012  0.0063
C: 3.738 1.548 0.841  0.0037
C: 2.681 0.677 0.684  0.0114
N: 1.746 0.836 -0.270  0.0507
C: 1.903 1.852 -1.145  0.0055
C: 2.913 2.772 -1.034  0.0000
H: 6.710 4.226 0.634  0.0000
H: 6.427 2.594 0.140  0.0000
H: 4.431 1.393 1.656  0.0004
H: 2.564 -0.152 1.362  0.0013
H: 1.177 1.931 -1.938  0.0002
H: 2.963 3.606 -1.722  0.0001

Summary:
orbital gap (alpha / beta) = 5.18 / 3.92 eV
spin multiplicity = 2
relative energy (zero: lowest compared OMol25 entry of this formula, charge and spin) = 0.0000 eV
charge = +3